C31H55Br22N3O5S as an isolated structure at a distorted geometry, computed with the ωB97M-V functional and the def2-TZVPD basis.

Summary:
HOMO-LUMO gap	7.44	eV
E_tot	-1599507.360	eV
largest force on an atom	0.1664	hartree/bohr

XYZ file:
```
117
Properties=species:S:1:pos:R:3:forces:R:3
C 2.739834 -3.359897 -0.649914 0.272 0.287 -0.455
C 2.051504 -2.364625 -0.053645 -0.085 -0.617 -0.129
C 1.444435 -1.152985 -0.731577 3.255 1.428 1.255
N 0.111493 -0.810311 -0.391611 -0.245 -2.123 -0.824
C -0.901135 -1.888482 -0.499524 -1.080 0.298 0.721
C -2.227258 -1.282789 -1.024691 0.556 0.222 -0.771
C -2.397318 -1.388435 -2.552196 -0.654 -0.014 0.126
O 2.223244 -0.009237 -0.149917 -0.189 0.758 -1.249
C 2.133263 1.068457 -0.964088 -0.128 1.378 2.487
O 2.301075 2.240357 -0.431234 -0.723 -6.594 -2.227
O 1.809710 0.608949 -2.338936 -1.805 -0.911 4.697
C 1.796447 -0.856173 -2.193215 0.362 2.231 -2.627
N 0.848402 -1.296082 -3.225929 1.285 -0.706 0.967
C 0.796472 -2.506926 -3.363392 -1.734 -0.501 0.051
S 0.349807 -4.005206 -3.430895 0.643 0.430 -0.494
O 3.120597 -1.194949 -2.576774 -0.807 -1.575 1.544
N 3.418202 -0.681371 -3.896081 -0.037 0.311 -1.331
O 3.652690 -1.548202 -4.625493 0.206 0.204 0.517
H 3.557154 -3.111954 -1.332706 -1.212 -0.232 -1.069
H 2.539000 -4.421600 -0.496604 0.864 0.219 1.316
H 1.938172 -2.397441 1.035278 -1.498 -0.451 -0.378
H 0.130601 -0.499493 0.571725 0.039 0.087 -0.080
H -0.585103 -2.756118 -1.085624 0.128 0.289 -0.048
H -1.105828 -2.265103 0.516183 0.221 -0.111 -0.263
H -2.184613 -0.205160 -0.801117 -0.142 -0.268 0.266
H -3.104146 -1.707583 -0.522028 0.240 -0.093 -0.018
H -1.727686 -0.718218 -3.100332 0.078 -0.241 0.159
H -2.290621 -2.420966 -2.911552 0.172 0.216 0.097
H -3.421030 -1.081243 -2.807054 0.447 -0.158 -0.009
Br -5.442806 0.468412 -2.887503 -0.348 0.298 -0.004
C -4.610550 1.695174 -1.620774 0.125 -0.291 -0.102
C -4.766762 1.223249 -0.200687 -0.101 0.192 0.288
Br -6.559127 1.557020 0.486916 0.076 -0.146 -0.340
H -5.046202 2.674095 -1.795478 -0.006 -0.008 0.068
H -3.559033 1.714719 -1.901165 0.005 0.001 0.036
H -4.104406 1.782188 0.459706 0.042 -0.026 -0.064
H -4.577407 0.160813 -0.084868 0.011 0.027 -0.052
Br 0.627346 -5.160787 2.380336 -0.078 0.142 -0.091
C -0.462096 -6.613397 1.684790 0.135 0.003 0.280
C 0.250195 -7.363483 0.593188 -0.178 -0.104 -0.231
Br 0.237657 -6.367515 -1.081660 0.084 -0.039 0.151
H -1.400169 -6.175057 1.358037 0.033 -0.027 -0.070
H -0.645006 -7.265981 2.537186 0.065 -0.036 -0.029
H -0.262861 -8.297990 0.374462 -0.022 0.019 0.044
H 1.288887 -7.569798 0.829108 -0.028 0.057 0.071
Br 5.549851 5.209783 -1.479143 -0.023 0.013 0.023
C 5.834317 3.869029 -2.863146 0.056 0.265 -0.082
C 4.532862 3.465736 -3.501741 0.092 -0.994 -0.192
Br 3.484403 2.289318 -2.312847 5.451 4.739 -4.584
H 6.355874 3.041867 -2.389824 -0.083 -0.030 -0.008
H 6.492905 4.338222 -3.592189 -0.001 0.033 0.040
H 4.722720 2.896133 -4.413059 0.113 0.143 -0.028
H 3.889794 4.309487 -3.734261 0.038 0.020 0.074
Br -5.385293 0.967331 4.278880 0.078 0.007 0.092
C -6.199852 2.712156 4.556578 -0.078 -0.213 -0.114
C -5.823606 3.672031 3.460426 0.046 0.292 0.074
Br -4.001432 4.327778 3.681466 -0.199 -0.112 0.090
H -5.894697 3.049847 5.542168 0.029 0.041 -0.041
H -7.273077 2.532366 4.552799 0.004 0.039 -0.052
H -6.453325 4.558866 3.495082 -0.026 -0.027 0.044
H -5.882065 3.226870 2.471586 -0.016 -0.005 0.121
Br 3.261564 -8.000617 3.044030 -0.041 0.066 0.019
C 3.340891 -7.604158 4.946086 0.160 -0.121 -0.096
C 2.333556 -8.413040 5.718775 -0.154 0.133 0.137
Br 0.530960 -7.707052 5.509313 0.012 -0.079 -0.033
H 3.199650 -6.532605 5.050302 -0.082 -0.030 0.014
H 4.352943 -7.865266 5.249230 -0.029 -0.041 0.011
H 2.538810 -8.357314 6.785844 0.041 0.028 -0.024
H 2.301619 -9.453558 5.411084 0.055 0.029 -0.042
Br 0.276682 1.874840 0.502182 -3.754 2.475 2.486
C -1.358444 2.685760 1.253178 0.054 -0.721 -0.209
C -1.044064 3.983033 1.939755 0.044 0.121 0.089
Br -0.228397 3.693533 3.685668 0.062 0.055 -0.065
H -1.820831 1.956712 1.916150 -0.104 0.177 0.089
H -2.012409 2.858476 0.397561 0.018 0.103 0.018
H -1.955284 4.536488 2.140891 0.044 -0.002 -0.083
H -0.359468 4.608047 1.370940 0.028 -0.126 -0.061
Br 8.738270 6.538128 0.786393 -0.062 -0.045 -0.029
C 7.651917 5.248774 1.758291 0.075 0.248 0.083
C 8.425708 3.996659 2.070940 -0.144 -0.211 -0.070
Br 8.613598 2.858745 0.501394 0.073 0.030 0.020
H 6.769291 5.061683 1.152988 0.050 -0.075 -0.017
H 7.359971 5.755842 2.676274 0.029 -0.056 0.024
H 7.890807 3.390717 2.799598 -0.034 0.044 -0.011
H 9.428323 4.197935 2.435054 -0.020 0.055 -0.026
Br -9.878670 2.346685 0.625040 -0.133 0.048 0.035
C -10.302829 3.009703 -1.154206 -0.144 0.072 0.221
C -10.787700 1.905135 -2.053738 0.155 -0.071 -0.274
Br -9.312869 0.795739 -2.665474 -0.034 -0.007 0.076
H -9.409411 3.500470 -1.528672 0.003 -0.074 -0.042
H -11.084997 3.751104 -1.002831 -0.015 -0.031 -0.027
H -11.232199 2.317314 -2.957539 -0.006 0.055 0.047
H -11.501255 1.246395 -1.568675 0.009 0.058 0.055
Br 1.078151 6.830370 -0.446382 0.026 -0.090 0.067
C 1.230757 7.316527 1.432826 -0.187 0.071 -0.204
C 2.339294 8.310018 1.664934 0.141 -0.119 0.217
Br 4.083185 7.451598 1.604320 0.046 0.040 -0.077
H 1.371308 6.392042 1.986475 0.066 0.045 0.028
H 0.267932 7.751861 1.694040 0.040 0.039 0.035
H 2.263181 8.735126 2.663828 -0.043 -0.029 -0.006
H 2.356618 9.111456 0.933004 -0.061 -0.058 -0.039
Br -2.555140 2.539932 -6.086934 -0.034 -0.044 0.102
C -3.892193 3.573517 -5.124097 0.091 -0.004 -0.265
C -3.281466 4.772775 -4.446414 -0.138 -0.012 0.251
Br -2.311074 4.264877 -2.836771 0.157 0.076 -0.036
H -4.375728 2.891648 -4.430049 0.010 0.035 0.014
H -4.610242 3.887457 -5.879132 0.003 0.047 0.036
H -4.057997 5.456598 -4.108816 -0.023 -0.032 -0.030
H -2.580657 5.308432 -5.078939 -0.003 -0.067 -0.030
Br 7.371419 -9.223052 1.770013 0.008 -0.082 -0.005
C 6.457994 -10.154775 0.325632 0.104 0.272 0.030
C 4.979027 -10.259307 0.584283 -0.103 -0.311 -0.074
Br 4.579405 -11.631054 1.904875 -0.012 0.080 0.021
H 6.938805 -11.122163 0.220365 -0.067 -0.015 0.017
H 6.648032 -9.557966 -0.564235 -0.057 -0.008 0.000
H 4.455133 -10.570414 -0.317615 0.059 0.006 -0.019
H 4.547631 -9.333855 0.950899 0.095 0.022 0.012
```
Forces are in eV/Å.

=====

One molecule with the formula C20H29NO2, computed with the ωB97M-V functional and the def2-TZVPD basis.

Summary:
HOMO-LUMO gap	9.71	eV
SMILES	CCN(CC#CC[C@@](O)(c1ccccc1)C1CCCC1)CCO
E_tot	-26794.203	eV
largest force on an atom	0.0121	hartree/bohr

XYZ file:
```
52
Properties=species:S:1:pos:R:3:forces:R:3
C -5.350948 -0.165242 0.600308 0.021 0.254 -0.163
C -4.769613 0.972396 -0.234854 -0.190 -0.231 0.136
N -3.324254 1.049657 -0.100864 0.005 0.090 -0.013
C -2.903676 1.759628 1.103000 -0.244 0.075 0.013
C -1.480850 1.565576 1.321090 0.430 -0.041 0.238
C -0.301867 1.368499 1.421648 -0.566 0.180 0.108
C 1.129919 1.175539 1.478252 0.264 -0.019 -0.262
C 1.646695 0.269837 0.309893 0.387 -0.159 0.461
O 0.896589 0.500062 -0.857151 -0.033 -0.024 -0.070
C 3.091621 0.656195 0.024567 -0.140 0.041 -0.180
C 3.498752 0.971567 -1.264046 -0.151 -0.006 -0.013
C 4.814815 1.308553 -1.527310 0.117 0.022 -0.034
C 5.745051 1.336221 -0.504277 0.107 0.033 -0.051
C 5.347450 1.028586 0.785839 0.082 0.002 0.094
C 4.032428 0.692479 1.048438 -0.044 -0.008 -0.015
C 1.628095 -1.224066 0.724400 -0.075 0.222 -0.133
C 1.914043 -2.147279 -0.481103 0.097 -0.043 -0.097
C 0.671558 -3.027042 -0.638518 0.100 -0.116 0.048
C 0.128456 -3.131062 0.782031 -0.102 0.060 -0.081
C 0.286254 -1.705767 1.304071 0.050 -0.158 0.077
C -2.640092 1.504133 -1.304703 0.173 -0.191 -0.241
C -2.318796 0.270874 -2.157977 -0.281 0.348 -0.124
O -1.721818 -0.712117 -1.347453 0.307 -0.336 0.190
H -4.885731 -1.107788 0.322230 0.032 -0.093 -0.024
H -5.188822 -0.002542 1.662815 -0.010 -0.020 0.116
H -6.421432 -0.239516 0.426607 -0.136 -0.044 0.054
H -5.001280 0.782929 -1.285498 0.009 0.077 0.035
H -5.249969 1.925075 0.046249 0.058 -0.029 -0.117
H -3.457660 1.351076 1.953357 -0.011 0.132 -0.067
H -3.120433 2.842720 1.040228 -0.078 -0.160 0.039
H 1.605140 2.156870 1.389015 0.026 -0.086 0.091
H 1.408851 0.739458 2.438880 0.103 0.056 0.018
H 0.082569 -0.030860 -0.843345 -0.114 0.068 -0.009
H 2.769524 0.958162 -2.058152 -0.053 -0.016 -0.059
H 5.113475 1.550227 -2.537199 0.023 0.019 -0.077
H 6.773291 1.597730 -0.707662 0.073 0.019 -0.015
H 6.065690 1.050919 1.593026 0.049 0.001 0.058
H 3.744187 0.459100 2.063342 -0.044 -0.039 0.109
H 2.409915 -1.360620 1.476120 -0.060 0.072 -0.008
H 2.792107 -2.761657 -0.278163 0.025 -0.010 -0.021
H 2.113066 -1.568153 -1.381140 0.093 -0.034 -0.015
H -0.064605 -2.529272 -1.270253 -0.022 -0.027 -0.044
H 0.905779 -3.997502 -1.074031 -0.039 -0.030 -0.084
H -0.904696 -3.474598 0.815850 -0.040 -0.088 0.063
H 0.741710 -3.817380 1.369475 0.007 -0.069 0.045
H 0.270684 -1.657397 2.392859 -0.088 0.108 0.033
H -0.531588 -1.091109 0.930301 -0.050 -0.003 0.049
H -1.695831 1.967487 -1.011383 -0.062 -0.003 -0.067
H -3.226462 2.232064 -1.882182 0.012 0.007 0.070
H -1.610463 0.518040 -2.949846 -0.082 0.031 -0.019
H -3.235096 -0.132137 -2.613770 0.088 0.079 -0.035
H -2.221745 -0.678557 -0.513010 -0.019 0.085 -0.005
```
Forces are in eV/Å.

=====

C21H23BrF5NO4S3SeTm as an isolated structure at a distorted geometry, computed with the ωB97M-V functional and the def2-TZVPD basis.

Summary:
spin multiplicity	3
HOMO-LUMO gap (spin up / spin down)	8.11 / 8.12	eV
total charge	+1
E_tot	-242838.231	eV
largest force on an atom	0.0574	hartree/bohr

XYZ file:
```
60
Properties=species:S:1:pos:R:3:forces:R:3
Tm -0.292245 0.020160 -0.463395 1.849 -0.192 -0.082
C 1.244490 -3.360506 -1.911971 -1.530 -1.440 1.048
C -0.295014 -3.599292 -2.282925 -0.502 -0.918 -0.184
S -1.416835 -2.172862 -1.934963 0.374 -0.254 -0.411
C -2.608756 -2.839117 -0.746024 -0.389 1.758 0.700
C -2.041082 -3.298127 0.612357 0.284 -0.408 -1.072
S -1.011541 -2.115999 1.494966 -0.316 0.602 0.060
C 0.468063 -2.990060 2.093616 -1.486 -0.322 1.208
C 1.553630 -3.349302 1.096447 -2.166 -0.376 -1.938
S 1.735589 -2.347474 -0.468555 -0.289 0.680 0.171
H 1.765967 -2.921641 -2.750909 0.113 0.073 -0.115
H 1.684495 -4.336391 -1.671384 0.009 0.099 -0.550
H -0.831183 -4.533689 -1.890841 1.224 1.288 0.407
H -0.395863 -3.891701 -3.363355 0.458 0.949 0.664
H -3.007827 -3.683945 -1.220010 -0.707 -1.378 -0.623
H -3.469856 -2.082863 -0.705565 1.521 -0.883 0.193
H -1.400195 -4.157054 0.405891 0.028 -0.089 0.056
H -2.875323 -3.672993 1.188139 -0.111 0.143 0.510
H 0.073633 -3.908725 2.620106 0.568 0.739 -0.685
H 0.746967 -2.329368 2.938569 0.343 -0.315 -0.747
H 1.339504 -4.354878 0.729982 0.240 -0.051 0.012
H 2.481678 -3.346852 1.550908 1.957 0.029 0.839
C -3.041050 3.281520 1.081916 1.295 1.240 -0.126
C -2.334652 1.930479 1.245495 -0.060 0.748 -2.583
C -2.353994 1.468401 2.656362 -1.486 1.210 1.424
O -0.930183 1.950639 0.694381 -1.098 -1.476 1.050
C -3.081037 0.890745 0.308410 -0.835 -0.123 1.529
O -4.293536 0.848404 0.403935 1.014 -0.191 -0.659
O -2.319759 0.045324 -0.355515 -1.561 0.712 0.429
H -2.842634 3.980508 1.904636 -0.388 -0.587 0.376
H -4.084461 3.182786 0.860725 -0.576 -0.327 0.427
H -2.676863 3.916174 0.266902 0.334 -0.639 -0.503
H -1.947741 2.245306 3.367175 -0.205 -0.932 -0.794
H -1.942532 0.509226 2.803538 1.028 -1.075 0.166
H -3.433931 1.307743 2.932615 0.877 0.432 -0.291
H -0.559431 2.755092 0.342070 -0.075 0.875 -0.010
O 2.398217 3.097829 -5.378509 -0.756 0.538 -0.006
C 1.698867 2.249219 -4.616898 1.765 -0.629 -0.432
C 2.199778 1.009644 -4.203081 1.159 -1.071 -0.028
C 1.420548 0.233805 -3.353563 1.147 0.641 0.598
N 0.269190 0.660381 -2.811900 -0.273 0.056 -0.503
C -0.216938 1.804741 -3.319553 -0.073 -0.610 -0.279
Br -2.005118 2.154007 -2.850397 0.044 0.378 0.115
C 0.438478 2.611054 -4.229515 -0.378 -1.336 1.308
H 3.291084 2.840344 -5.614563 0.140 -0.490 0.165
H 3.254073 0.653570 -4.466083 -1.767 0.586 0.238
H 1.840599 -0.677058 -2.917207 -0.162 0.224 -0.310
H 0.003519 3.489968 -4.544049 -0.826 1.755 -0.730
F 2.647449 1.489707 5.655460 -0.231 0.412 -1.722
C 2.451892 1.660943 4.303241 0.816 0.204 2.703
C 1.802255 0.683845 3.617759 -0.828 -1.102 0.091
F 1.386662 -0.435298 4.224247 0.013 0.174 0.081
C 1.599483 0.845286 2.285219 -0.321 -1.960 -0.727
F 1.052739 -0.276358 1.607911 0.089 1.143 0.639
C 2.089597 1.842550 1.517581 1.126 1.928 -1.208
Se 1.907759 1.869263 -0.391932 0.091 -0.111 0.117
C 2.830454 2.822483 2.184967 -0.185 -0.008 2.366
F 3.404273 3.879848 1.585070 -0.556 -0.930 0.212
C 2.961925 2.737786 3.630833 0.988 1.629 -2.256
F 3.666711 3.712764 4.251204 -0.758 -1.023 -0.322
```
Forces are in eV/Å.

=====

Question: Look up the E_tot of the third one.
Answer: -242838.231 eV

=====

Question: What is the E_tot in the first record?
Answer: -1599507.360 eV

=====

Question: Which formula does entry 2 have?
Answer: C20H29NO2